The following is a DFT calculation (ωB97M-V/def2-TZVPD) of a molecular structure, C39H15BrF15GeN3PdS.

```
76
Properties=species:S:1:pos:R:3:lowdin_charge:R:1
Pd -0.31717 -0.67812 -0.49437 0.444
Br -1.30437 1.41438 -1.95317 0.884
C -2.99737 1.92318 -1.14107 -0.593
C -3.85087 2.80438 -1.67687 -0.051
C -5.12037 3.09588 -1.06317 -0.011
C -5.90267 2.20948 -0.41077 0.015
C -5.61707 0.79458 -0.28617 -0.117
C -6.66097 -0.14482 -0.37347 0.097
C -6.38597 -1.50292 -0.32087 0.003
C -5.08707 -1.96342 -0.31857 0.038
C -3.99847 -1.05472 -0.35497 -0.156
C -4.30767 0.31998 -0.16907 -0.081
H -3.57947 3.33698 -2.57657 0.127
H -5.49527 4.09338 -1.23417 0.129
H -6.88017 2.52868 -0.07527 0.133
H -7.67767 0.20588 -0.46597 0.146
H -7.19827 -2.21132 -0.28827 0.133
H -4.87687 -3.01882 -0.22897 0.132
C -3.38447 3.34718 3.65723 -0.052
C -2.70187 3.88748 2.56623 -0.051
C -2.59847 3.18548 1.38713 -0.008
C -3.21747 1.92718 1.27333 -0.216
C -3.84287 1.35728 2.39923 -0.011
C -3.93657 2.07038 3.57093 -0.057
N -3.26657 1.26188 0.06543 -0.079
N -2.70837 -1.38992 -0.53857 0.196
C -2.31617 -2.48452 -1.22217 -0.316
C -3.11357 -3.29212 -2.06427 0.052
C -2.54987 -4.41072 -2.64407 0.008
C -1.20527 -4.68662 -2.43017 0.045
C -0.45407 -3.78772 -1.67777 -0.057
N -0.98247 -2.72142 -1.10937 0.045
H -3.46967 3.90598 4.57513 0.112
H -2.26997 4.87298 2.64503 0.117
H -2.08187 3.61438 0.54333 0.114
H -4.25437 0.36308 2.32623 0.114
H -4.44267 1.64078 4.41953 0.115
H -4.12647 -3.00122 -2.30137 0.124
H -3.15157 -5.06252 -3.25967 0.134
H -0.72927 -5.55372 -2.86207 0.136
H 0.59813 -3.97112 -1.53807 0.102
F 5.77163 -1.42742 1.65943 0.127
C 5.01313 -2.28422 0.98723 -0.205
C 3.80693 -1.83282 0.48153 -0.116
C 3.06203 -2.70312 -0.28787 -0.205
F 1.89793 -2.20462 -0.81027 -0.015
C 3.46313 -3.99912 -0.55887 -0.130
F 2.72533 -4.78902 -1.34097 0.115
C 4.65843 -4.45722 -0.00257 -0.116
F 5.05173 -5.69672 -0.22637 0.166
C 5.43833 -3.59772 0.77603 -0.120
F 6.57373 -4.02902 1.29233 0.163
Ge 3.13403 0.04888 0.55733 0.821
S 0.97973 0.23338 1.14213 0.384
C 4.03393 1.15708 1.91553 -0.163
C 4.44463 2.44798 1.64963 -0.217
F 4.14933 2.94448 0.43993 0.099
C 5.11323 3.20458 2.60383 -0.125
F 5.52343 4.43108 2.32313 0.152
C 5.31963 2.66108 3.87573 -0.108
F 5.93363 3.37438 4.80103 0.168
C 4.85293 1.37858 4.18203 -0.125
F 4.98903 0.89368 5.40633 0.152
C 4.22763 0.64188 3.18423 -0.229
F 3.75743 -0.59482 3.39853 0.090
C 3.52283 0.59388 -1.34817 -0.113
C 4.80973 1.01828 -1.64097 -0.221
F 5.68303 1.03148 -0.63247 0.111
C 5.19373 1.39768 -2.92357 -0.121
F 6.42173 1.81938 -3.16207 0.162
C 4.26193 1.31868 -3.96387 -0.115
F 4.59943 1.65928 -5.19117 0.169
C 2.97163 0.85778 -3.70067 -0.133
F 2.06523 0.74698 -4.66577 0.135
C 2.63653 0.50468 -2.40147 -0.203
F 1.37693 0.02558 -2.16837 -0.069
```

The energy relative to the best compared isomer or geometry (same formula, charge and spin) comes out at 188.59 kJ/mol. The total energy is -226770.654 eV. The value obtained for the largest force on an atom is 2.43 eV Å⁻¹. The value obtained for the HOMO-LUMO gap (spin up / spin down) is 3.5 / 3.5 eV. The value obtained for the HOMO energy (spin up / spin down) is -0.4885 / -0.4882 hartree. Its net charge is +2.